*one*
Entry from OMol25: a single C2H3F3Si molecule (ωB97M-V with the def2-TZVPD basis set).

Last column: natural (NBO) charge in e.
Atoms and positions in Å:
F 1.172 -1.562 0.448  -0.31
C 1.446 -0.294 0.150  0.66
F 2.737 -0.107 0.087  -0.29
C 0.460 0.535 -0.002  -0.10
F 0.694 1.787 -0.532  -0.33
Si -1.399 -0.113 0.037  0.80
H -1.234 -1.315 -0.541  -0.15
H -1.985 0.681 -1.044  -0.15
H -1.891 0.387 1.397  -0.11

Its HOMO energy is -9.8 eV. As for the total charge: 0. For the molar mass, the calculation gives 112.13 g mol⁻¹. The orbital gap is 10.598 eV. Its LUMO energy is 0.8 eV.

***

*two*
Entry from OMol25: 2 unconnected molecules or ions with the total composition C2H3F3Si (ωB97M-V with the def2-TZVPD basis set).

Last column: natural (NBO) charge in e.
Atoms and positions in Å:
C 3.068 -0.432 0.003  0.68
C 1.981 0.314 -0.083  -0.13
F 3.003 -1.727 0.313  -0.29
F 4.286 -0.046 0.024  -0.25
F 2.576 2.169 -0.435  -0.47
Si 0.154 -0.026 0.089  0.82
H -0.108 -0.720 -1.156  -0.12
H -0.415 1.327 -0.051  -0.11
H -0.042 -0.476 1.442  -0.12

Its HOMO energy is -10.8 eV. As for the total charge: 0. For the molar mass, the calculation gives 112.13 g mol⁻¹. The orbital gap is 9.420 eV. Its LUMO energy is -1.4 eV.

***

Most stable structure - *one*; separation to the second - 0.0749 hartree.

***

*one*
Entry from OMol25: a molecular structure, C5H11NO3 (ωB97M-V with the def2-TZVPD basis set).

Last column: natural (NBO) charge in e.
Atoms and positions in Å:
C -0.273 0.907 -1.033  0.36
C -0.431 0.694 0.522  -0.08
C -1.625 1.401 1.128  -0.62
C 1.855 -1.518 0.426  -0.67
N -0.489 -0.764 0.656  -0.64
C 0.479 -1.361 -0.150  0.74
O 0.384 2.129 -1.281  -0.74
O 0.410 -0.186 -1.511  -0.69
O 0.059 -2.375 -0.923  -0.73
H 1.294 1.913 -1.522  0.48
H -0.265 -1.790 -1.709  0.53
H -1.411 -1.105 0.394  0.38
H -1.274 0.995 -1.491  0.12
H 0.496 1.046 0.982  0.20
H -1.536 2.470 0.942  0.23
H -1.673 1.230 2.203  0.22
H -2.555 1.050 0.676  0.20
H 2.086 -0.721 1.127  0.22
H 1.889 -2.475 0.947  0.24
H 2.580 -1.539 -0.384  0.24

Its HOMO energy is -9.6 eV. As for the total charge: 0. For the molar mass, the calculation gives 133.15 g mol⁻¹. The orbital gap is 10.453 eV. Its LUMO energy is 0.9 eV.

***

*two*
Entry from OMol25: 2 unconnected molecules or ions with the total composition C5H11NO3 (ωB97M-V with the def2-TZVPD basis set).

Last column: natural (NBO) charge in e.
Atoms and positions in Å:
C -1.795 -2.350 -0.600  -0.37
C -1.056 -1.355 -0.143  -0.23
C -1.110 0.059 -0.690  0.71
O 0.138 0.269 -1.356  -0.75
O -2.118 0.243 -1.636  -0.72
O -1.290 0.977 0.321  -0.78
H -2.478 -2.206 -1.418  0.21
H -1.717 -3.346 -0.195  0.20
H -0.340 -1.487 0.652  0.19
H 0.043 1.085 -1.866  0.48
H -2.881 0.598 -1.162  0.49
H -0.397 1.044 0.922  0.50
C 1.123 1.111 1.787  -0.67
C 1.900 0.347 0.976  0.12
N 2.692 0.826 -0.024  -0.78
H 1.168 2.187 1.708  0.21
H 0.820 0.717 2.745  0.23
H 1.910 -0.726 1.074  0.19
H 2.540 1.792 -0.284  0.38
H 2.847 0.217 -0.811  0.39

Its HOMO energy is -8.8 eV. As for the total charge: 0. For the molar mass, the calculation gives 133.15 g mol⁻¹. The orbital gap is 9.593 eV. Its LUMO energy is 0.8 eV.

***

*three*
Entry from OMol25: 2 unconnected molecules or ions with the total composition C5H11NO3 (ωB97M-V with the def2-TZVPD basis set).

Last column: natural (NBO) charge in e.
Atoms and positions in Å:
C -1.022 -1.987 -0.840  -0.44
C -1.384 -1.034 0.024  0.20
O -2.162 0.015 -0.364  -0.68
C -0.906 -1.070 1.441  0.62
N -0.951 0.150 2.067  -0.85
O -0.564 -2.088 1.999  -0.58
H -1.351 -1.969 -1.863  0.21
H -0.418 -2.806 -0.493  0.23
H -2.479 0.484 0.419  0.49
H -0.704 0.951 1.490  0.40
H -0.525 0.156 2.984  0.40
C 1.299 1.973 -0.059  -0.25
O 1.121 0.584 -0.106  -0.57
C 1.421 0.002 -1.412  -0.25
H 2.287 2.264 -0.442  0.17
H 1.238 2.291 0.982  0.18
H 0.538 2.492 -0.659  0.17
H 2.443 0.281 -1.682  0.17
H 0.727 0.396 -2.160  0.18
H 1.392 -1.083 -1.325  0.21

Its HOMO energy is -9.1 eV. As for the total charge: 0. For the molar mass, the calculation gives 133.15 g mol⁻¹. The orbital gap is 9.766 eV. Its LUMO energy is 0.7 eV.

***

Most stable structure - *one*; separation to the second - 0.0121 hartree.

***

*one*
Entry from OMol25: a single C5H11NO3 molecule (ωB97M-V with the def2-TZVPD basis set).

Last column: natural (NBO) charge in e.
Atoms and positions in Å:
C -0.662 1.456 -1.964  -0.60
C -0.237 1.323 -0.507  -0.41
C 0.975 0.403 -0.310  -0.45
C 0.717 -0.925 0.453  0.43
O 1.565 -0.997 1.579  -0.74
O 0.958 -2.045 -0.355  -0.73
C -0.746 -1.045 0.941  0.64
N -0.979 -0.583 2.173  -0.80
O -1.622 -1.370 0.147  -0.64
H -1.056 0.502 -2.323  0.21
H 0.177 1.753 -2.600  0.20
H -1.445 2.207 -2.063  0.21
H 0.035 2.314 -0.137  0.20
H -1.136 0.907 0.059  0.21
H 1.399 0.132 -1.279  0.22
H 1.762 0.918 0.246  0.23
H 2.275 -1.616 1.355  0.50
H 0.109 -2.294 -0.757  0.50
H -0.197 -0.326 2.754  0.42
H -1.892 -0.714 2.588  0.41

Its HOMO energy is -9.8 eV. As for the total charge: 0. For the molar mass, the calculation gives 133.15 g mol⁻¹. The orbital gap is 10.663 eV. Its LUMO energy is 0.8 eV.

***

*two*
Entry from OMol25: 2 unconnected molecules or ions with the total composition C5H11NO3 (ωB97M-V with the def2-TZVPD basis set).

Last column: natural (NBO) charge in e.
Atoms and positions in Å:
C -1.606 -1.469 -0.018  -0.42
C -0.950 -0.412 0.436  0.01
C -1.587 0.944 0.509  -0.66
C 0.471 -0.554 0.960  -0.03
O 0.880 -1.892 0.957  -0.72
C 1.542 0.248 0.190  0.69
N 1.469 1.586 0.228  -0.80
O 2.464 -0.355 -0.334  -0.66
H -2.624 -1.397 -0.359  0.20
H -1.142 -2.439 -0.056  0.22
H -2.669 0.846 0.480  0.23
H -1.313 1.462 1.428  0.20
H -1.284 1.546 -0.349  0.23
H 0.483 -0.178 1.999  0.19
H 1.693 -1.922 0.417  0.50
H 2.109 2.108 -0.349  0.41
H 0.649 2.054 0.573  0.40
O 0.374 0.309 -2.214  -0.96
H -0.206 -0.445 -2.097  0.48
H 1.247 -0.040 -2.402  0.48

Its HOMO energy is -9.6 eV. As for the total charge: 0. For the molar mass, the calculation gives 133.15 g mol⁻¹. The orbital gap is 10.314 eV. Its LUMO energy is 0.7 eV.

***

Most stable structure - *one*; separation to the second - 0.0139 hartree.

***

*one*
Entry from OMol25: 2 unconnected molecules or ions with the total composition CH3FO2 (ωB97M-V with the def2-TZVPD basis set).

Last column: natural (NBO) charge in e.
Atoms and positions in Å:
C 0.488 0.014 0.375  0.78
O 0.376 -1.079 -0.336  -0.68
O -1.108 0.807 -0.350  -0.92
F 1.450 0.859 0.065  -0.30
H 0.413 -0.128 1.379  0.14
H 0.280 -1.002 -1.279  0.52
H -1.899 0.529 0.147  0.45

Its HOMO energy is -10.0 eV. As for the total charge: 0. For the molar mass, the calculation gives 66.03 g mol⁻¹. The orbital gap is 10.842 eV. Its LUMO energy is 0.8 eV.

***

*two*
Entry from OMol25: a single CH3FO2 molecule (ωB97M-V with the def2-TZVPD basis set).

Last column: natural (NBO) charge in e.
Atoms and positions in Å:
O 0.725 0.743 -0.563  -0.45
O -0.021 0.717 0.678  -0.26
C -1.046 -0.083 0.551  0.31
F -1.709 0.366 -0.483  -0.36
H 0.137 1.012 -1.295  0.47
H -0.791 -1.127 0.231  0.13
H -1.595 -0.071 1.500  0.17

Its HOMO energy is -10.9 eV. As for the total charge: 0. For the molar mass, the calculation gives 66.03 g mol⁻¹. The orbital gap is 11.749 eV. Its LUMO energy is 0.8 eV.

***

*three*
Entry from OMol25: a single CH3FO2 molecule (ωB97M-V with the def2-TZVPD basis set).

Last column: natural (NBO) charge in e.
Atoms and positions in Å:
O 0.150 1.168 0.285  -0.68
C 0.562 -0.032 -0.241  0.69
O 0.009 -1.141 0.237  -0.69
F 1.934 0.017 0.041  -0.39
H -0.794 0.978 0.539  0.47
H 0.643 -0.199 -1.272  0.12
H -0.295 -1.110 1.124  0.48

Its HOMO energy is -12.0 eV. As for the total charge: 0. For the molar mass, the calculation gives 66.03 g mol⁻¹. The orbital gap is 12.400 eV. Its LUMO energy is 0.4 eV.

***

Most stable structure - *three*; separation to the second - 0.0631 hartree.

***

*one*
Entry from OMol25: a single C3H3F3 molecule (ωB97M-V with the def2-TZVPD basis set).

Last column: natural (NBO) charge in e.
Atoms and positions in Å:
F 1.210 1.396 -0.195  -0.32
C 0.194 0.756 0.435  0.13
C -0.771 0.004 -0.401  0.12
F -2.086 -0.009 -0.051  -0.33
C 0.210 -0.750 0.441  0.13
F 1.218 -1.392 -0.204  -0.32
H -0.152 1.252 1.321  0.19
H -0.599 0.014 -1.459  0.20
H -0.133 -1.287 1.331  0.19

Its HOMO energy is -11.0 eV. As for the total charge: 0. For the molar mass, the calculation gives 96.05 g mol⁻¹. The orbital gap is 12.080 eV. Its LUMO energy is 1.1 eV.

***

*two*
Entry from OMol25: 2 unconnected molecules or ions with the total composition C3H3F3 (ωB97M-V with the def2-TZVPD basis set).

Last column: natural (NBO) charge in e.
Atoms and positions in Å:
C 0.188 -0.109 -0.383  -0.43
C -0.246 -0.045 0.835  -0.16
C 0.259 -2.053 1.784  0.96
F 0.122 -3.019 0.841  -0.34
F 1.464 -2.145 2.355  -0.33
F -0.640 -2.225 2.725  -0.33
H -0.165 0.588 -1.248  0.21
H 0.945 -0.724 -0.674  0.22
H -0.951 0.415 1.453  0.20

Its HOMO energy is -9.8 eV. As for the total charge: 0. For the molar mass, the calculation gives 96.05 g mol⁻¹. The orbital gap is 10.161 eV. Its LUMO energy is 0.3 eV.

***

Most stable structure - *one*; separation to the second - 0.0679 hartree.

***

*one*
Entry from OMol25: a molecular structure, C2H2N2O3S (ωB97M-V with the def2-TZVPD basis set).

Last column: natural (NBO) charge in e.
Atoms and positions in Å:
C 0.323 0.706 0.154  -0.26
C 0.433 -0.616 0.381  0.30
N 1.300 1.611 0.166  -0.06
N 2.506 1.487 0.292  -0.34
O 4.184 -0.495 0.819  -0.82
O 3.342 -0.217 -1.514  -0.83
O 1.515 -1.343 0.268  -0.61
S 3.194 -0.076 -0.116  2.20
H -0.720 1.199 0.023  0.23
H -0.353 -1.186 0.684  0.18

Its HOMO energy is -9.8 eV. As for the total charge: 0. For the molar mass, the calculation gives 134.12 g mol⁻¹. The orbital gap is 8.778 eV. Its LUMO energy is -1.1 eV.

***

*two*
Entry from OMol25: a single C2H2N2O3S molecule (ωB97M-V with the def2-TZVPD basis set).

Last column: natural (NBO) charge in e.
Atoms and positions in Å:
O 2.532 -1.102 0.235  -0.53
C 1.399 -0.662 0.026  0.86
N 0.984 0.719 -0.112  -0.47
N -0.377 0.591 -0.280  -0.04
O -1.381 1.489 0.188  -0.52
C -0.817 -0.753 -0.078  0.31
S -2.392 -1.267 -0.014  -0.05
O 0.328 -1.420 -0.087  -0.45
H 1.453 1.181 -1.007  0.42
H -1.730 1.225 1.130  0.48

Its HOMO energy is -9.7 eV. As for the total charge: 0. For the molar mass, the calculation gives 134.12 g mol⁻¹. The orbital gap is 9.269 eV. Its LUMO energy is -0.4 eV.

***

Most stable structure - *two*; separation to the second - 0.0395 hartree.

***

*one*
Entry from OMol25: 2 unconnected molecules or ions with the total composition C3H8O3S (ωB97M-V with the def2-TZVPD basis set).

Last column: natural (NBO) charge in e.
Atoms and positions in Å:
O -1.750 -0.223 1.151  -0.55
C -0.969 0.437 0.498  0.82
O 0.103 1.082 1.021  -0.78
C -0.991 0.760 -1.104  -0.51
C -0.331 -0.313 -2.088  -0.53
S 0.618 -1.450 -1.096  -0.03
H 0.947 0.631 1.253  0.54
H -2.086 0.782 -1.307  0.23
H -0.590 1.801 -1.187  0.24
H 0.326 0.248 -2.787  0.23
H -1.145 -0.941 -2.439  0.23
H 0.976 -2.284 -1.960  0.11
O 1.732 -0.144 2.965  -0.96
H 0.840 -0.169 3.275  0.48
H 2.322 -0.217 3.804  0.49

Its HOMO energy is -9.2 eV. As for the total charge: 0. For the molar mass, the calculation gives 124.16 g mol⁻¹. The orbital gap is 9.787 eV. Its LUMO energy is 0.6 eV.

***

*two*
Entry from OMol25: 2 unconnected molecules or ions with the total composition C3H8O3S (ωB97M-V with the def2-TZVPD basis set).

Last column: natural (NBO) charge in e.
Atoms and positions in Å:
O -0.726 4.219 1.828  -0.58
C -1.844 4.088 1.445  0.65
O -2.332 3.169 0.654  -0.49
C -1.354 2.336 0.053  -0.10
C -1.127 1.070 0.865  -0.56
S 0.000 0.000 0.000  0.00
H -2.653 4.759 1.795  0.11
H -1.778 1.971 -0.903  0.19
H -0.467 2.954 -0.187  0.22
H -2.064 0.512 1.053  0.23
H -0.644 1.257 1.844  0.24
H -0.704 0.146 -1.143  0.10
O -2.183 -0.492 4.096  -0.94
H -2.413 0.338 4.573  0.47
H -2.346 -1.208 4.751  0.47

Its HOMO energy is -9.2 eV. As for the total charge: 0. For the molar mass, the calculation gives 124.16 g mol⁻¹. The orbital gap is 9.755 eV. Its LUMO energy is 0.6 eV.

***

Most stable structure - *two*; separation to the second - 0.0202 hartree.